Arrangement A

Below is 3 unconnected molecules or ions with the total composition C4H5NO3, with properties calculated with the ωB97M-V functional and the def2-TZVPD basis.

For the LUMO energy, the calculation gives -0.70 eV. The calculation puts the HOMO-LUMO gap at 8.5 eV. Its SMILES is C=C=C=O.O=C=O.N. The HOMO energy comes out at -9.155 eV.

Structure (ORCA input):
```
! RIJCOSX wB97M-V def2-TZVPD def2/J DEFGRID3
* xyz 0 1
C -0.168 -0.436 2.315
C -1.470 -0.394 2.429
C -2.612 -0.762 2.002
O -3.775 -0.858 2.101
H 0.428 -0.200 3.178
H 0.249 -1.011 1.512
O -2.159 3.019 1.851
C -1.811 3.212 0.791
O -1.470 3.557 -0.239
N 3.361 -1.750 -3.997
H 2.856 -1.531 -3.150
H 3.879 -0.971 -4.046
H 2.691 -1.875 -4.746
*
```

---

Arrangement B

Below is a single C4H5NO3 molecule, with properties calculated with the ωB97M-V functional and the def2-TZVPD basis.

For the LUMO energy, the calculation gives -0.06 eV. The calculation puts the HOMO-LUMO gap at 10.1 eV. Its SMILES is O=C[C@@H]1O[C@H]1/C=N/O. The HOMO energy comes out at -10.160 eV.

Structure (ORCA input):
```
! RIJCOSX wB97M-V def2-TZVPD def2/J DEFGRID3
* xyz 0 1
O 0.491 2.161 2.168
C -0.526 1.271 2.118
C -0.635 0.597 0.748
O -1.669 -0.432 0.747
C -0.368 -0.726 0.424
C 0.206 -0.981 -0.938
N 0.652 -0.119 -1.899
O 1.222 -0.750 -2.957
H -1.200 1.124 3.108
H -0.292 1.275 -0.018
H 0.405 -1.254 1.226
H 0.082 -2.013 -1.186
H 1.632 -0.153 -3.543
*
```

---

Arrangement C

Below is a molecular structure, C4H5NO3, with properties calculated with the ωB97M-V functional and the def2-TZVPD basis.

For the LUMO energy, the calculation gives 0.50 eV. The calculation puts the HOMO-LUMO gap at 9.6 eV. The HOMO energy comes out at -9.074 eV.

Structure (ORCA input):
```
! RIJCOSX wB97M-V def2-TZVPD def2/J DEFGRID3
* xyz 0 1
C -0.333 -1.238 -0.022
C -1.446 0.732 -1.638
C 0.317 -1.840 0.975
C 0.507 0.912 0.220
N 0.049 0.009 -0.558
O -1.037 1.616 -2.266
O 1.213 1.979 -0.370
O 0.253 1.118 1.511
H -0.993 -1.819 -0.557
H 0.122 -2.875 1.374
H 1.132 -1.321 1.611
H 1.476 1.708 -1.289
H 0.555 1.949 1.734
*
```

---

Most stable structure, least stable structure: arrangement C, arrangement B.

---

Arrangement A

Below is a molecular structure, C4H5NO3, with properties calculated with the ωB97M-V functional and the def2-TZVPD basis.

For the LUMO energy, the calculation gives -0.15 eV. The calculation puts the HOMO-LUMO gap at 7.9 eV. The HOMO energy comes out at -8.094 eV.

Structure (ORCA input):
```
! RIJCOSX wB97M-V def2-TZVPD def2/J DEFGRID3
* xyz 0 1
C 0.354 0.195 0.649
N 0.756 1.036 -0.403
C -1.421 -0.572 -0.138
C 0.327 0.096 -1.341
C -1.034 -0.306 -1.409
O 1.259 -0.811 1.020
O -0.135 0.871 1.749
O -2.112 -1.001 0.720
H 1.713 -0.510 1.822
H -0.838 0.339 2.152
H 1.718 1.355 -0.443
H 1.049 -0.243 -2.082
H -1.635 -0.448 -2.298
*
```

---

Arrangement B

Below is a single C4H5NO3 molecule, with properties calculated with the ωB97M-V functional and the def2-TZVPD basis.

For the LUMO energy, the calculation gives 0.75 eV. The calculation puts the HOMO-LUMO gap at 9.3 eV. Its SMILES is COc1nc(O)co1. The HOMO energy comes out at -8.509 eV.

Structure (ORCA input):
```
! RIJCOSX wB97M-V def2-TZVPD def2/J DEFGRID3
* xyz 0 1
C 2.381 -0.699 -0.009
O 1.716 0.561 0.011
C 0.404 0.448 0.003
N -0.300 -0.614 -0.008
C -1.605 -0.135 0.013
O -2.630 -1.008 0.001
C -1.605 1.203 -0.014
O -0.273 1.595 0.001
H 3.408 -0.331 -0.050
H 2.198 -1.194 0.960
H 2.117 -1.269 -0.912
H -3.459 -0.533 0.020
H -2.352 1.978 -0.015
*
```

---

Most stable structure, least stable structure: arrangement B, arrangement A.

---

Arrangement A

Below is a molecular structure, H16O8, with properties calculated with the ωB97M-V functional and the def2-TZVPD basis.

For the LUMO energy, the calculation gives -0.82 eV. The calculation puts the HOMO-LUMO gap at 8.3 eV. The HOMO energy comes out at -9.116 eV.

Structure (ORCA input):
```
! RIJCOSX wB97M-V def2-TZVPD def2/J DEFGRID3
* xyz 0 1
O 2.347 -0.166 -0.964
H 2.052 0.568 -0.425
H 3.051 0.198 -1.501
O -1.316 1.573 -0.108
H -0.442 1.784 0.220
H -1.171 0.884 -0.755
O 1.211 1.430 -0.220
H 1.249 2.087 -0.915
H 2.030 1.543 0.263
O 0.498 0.051 2.482
H -0.067 0.723 2.863
H 0.288 0.061 1.549
O 0.312 -0.257 0.574
H 0.843 0.480 0.274
H -0.300 -0.420 -0.144
O -0.614 -2.626 -0.220
H -0.053 -1.988 0.221
H -0.989 -3.147 0.490
O -0.964 -0.224 -1.169
H -0.210 -0.552 -1.660
H -1.685 -0.241 -1.798
O -2.246 -0.857 0.487
H -1.419 -0.989 0.023
H -2.405 0.085 0.433
*
```

---

Arrangement B

Below is 8 unconnected molecules or ions with the total composition H16O8, with properties calculated with the ωB97M-V functional and the def2-TZVPD basis.

For the LUMO energy, the calculation gives -0.14 eV. The calculation puts the HOMO-LUMO gap at 11.3 eV. Its SMILES is O.O.O.O.O.O.O.O. The HOMO energy comes out at -11.422 eV.

Structure (ORCA input):
```
! RIJCOSX wB97M-V def2-TZVPD def2/J DEFGRID3
* xyz 0 1
O 0.422 0.481 -0.435
H 0.793 0.061 0.350
H 0.122 1.342 -0.120
O 4.064 -2.431 -1.259
H 4.599 -1.644 -1.106
H 3.286 -2.296 -0.706
O 0.061 -2.060 -0.052
H -0.052 -2.879 0.444
H -0.496 -2.178 -0.829
O 3.728 1.243 0.827
H 4.103 0.476 1.273
H 2.974 0.887 0.343
O -1.699 -0.794 1.678
H -0.814 -1.157 1.556
H -1.937 -1.053 2.576
O -2.148 1.302 -1.955
H -2.165 1.171 -1.000
H -3.027 1.033 -2.245
O -4.166 -1.354 -0.147
H -3.298 -0.981 0.040
H -4.782 -0.669 0.135
O 0.411 3.876 -0.079
H 0.371 4.342 0.765
H -0.348 3.283 -0.055
*
```

---

Most stable structure, least stable structure: arrangement B, arrangement A.

---

Arrangement A

Below is 8 unconnected molecules or ions with the total composition H16O8, with properties calculated with the ωB97M-V functional and the def2-TZVPD basis.

For the LUMO energy, the calculation gives -0.37 eV. The calculation puts the HOMO-LUMO gap at 9.8 eV. Its SMILES is O.O.O.O.O.O.O.O. The HOMO energy comes out at -10.184 eV.

Structure (ORCA input):
```
! RIJCOSX wB97M-V def2-TZVPD def2/J DEFGRID3
* xyz 0 1
O -2.125 0.829 1.126
H -2.458 -0.064 0.979
H -2.828 1.413 0.824
O 0.499 0.027 0.013
H 0.230 0.704 0.642
H 0.670 0.505 -0.810
O 1.041 1.739 -2.333
H 1.842 2.250 -2.485
H 0.323 2.305 -2.631
O 2.633 -1.626 0.867
H 3.313 -1.304 0.272
H 1.880 -1.038 0.712
O 0.152 -0.682 -3.925
H -0.448 -0.715 -3.167
H 0.702 0.086 -3.743
O 0.785 -2.498 2.935
H 0.625 -1.643 2.524
H 0.270 -2.477 3.746
O -0.050 0.867 3.060
H -0.794 0.783 2.451
H -0.416 0.701 3.932
O -1.687 -0.230 -1.884
H -1.518 0.305 -1.100
H -2.640 -0.235 -2.004
*
```

---

Arrangement B

Below is 8 unconnected molecules or ions with the total composition H16O8, with properties calculated with the ωB97M-V functional and the def2-TZVPD basis.

For the LUMO energy, the calculation gives -0.48 eV. The calculation puts the HOMO-LUMO gap at 10.1 eV. Its SMILES is O.O.O.O.O.O.O.O. The HOMO energy comes out at -10.616 eV.

Structure (ORCA input):
```
! RIJCOSX wB97M-V def2-TZVPD def2/J DEFGRID3
* xyz 0 1
O 0.557 3.119 0.859
H 1.153 3.030 0.115
H 0.154 2.255 0.948
O 3.520 -1.470 -0.672
H 3.674 -1.527 -1.615
H 2.568 -1.485 -0.583
O 1.282 -0.054 -2.534
H 1.355 0.326 -1.658
H 1.263 0.700 -3.122
O 2.810 -0.120 2.271
H 3.245 -0.921 1.978
H 1.905 -0.384 2.434
O 0.975 -2.034 0.074
H 0.344 -2.558 -0.418
H 0.949 -2.396 0.960
O -4.267 1.386 1.761
H -3.779 0.735 1.257
H -5.179 1.258 1.500
O -3.788 0.130 -0.946
H -3.284 0.395 -1.715
H -3.809 -0.826 -0.990
O -0.397 0.479 0.168
H -1.274 0.342 -0.189
H 0.021 -0.380 0.117
*
```

---

Most stable structure, least stable structure: arrangement A, arrangement B.